Run 1
The molecule C2H5OP. Source: OMol25; level of theory: ωB97M-V/def2-TZVPD.

XYZ file:
```
9
C2H5OP, DFT ωB97M-V/def2-TZVPD
O 0.05891 2.02442 0.62247
C 0.30103 1.12158 -0.43819
C 0.28959 -0.24360 -0.33506
P 0.28629 -2.15147 0.71594
H 0.87653 2.58493 0.65823
H 0.44523 1.38348 -1.49805
H 0.54742 -0.62851 -1.32941
H -0.93699 -2.75348 0.02411
H -0.39410 -1.62773 1.77232
```

Calculated values
Total charge ... 0
E_HOMO ... -9.215 eV
SMILES ... O/C=C\P

Atom charges from the natural (NBO) analysis, given in e for atoms 1 to 4: atom 1 (O): -0.70, atom 2 (C): 0.06, atom 3 (C): -0.44, atom 4 (P): 0.26


Run 2
The molecule C2H5OP. Source: OMol25; level of theory: ωB97M-V/def2-TZVPD.

XYZ file:
```
9
C2H5OP, DFT ωB97M-V/def2-TZVPD
C -0.62858 0.27271 0.60528
C -1.39839 -0.35033 -0.48721
O 2.40301 0.59696 -0.24472
P 1.05734 -0.49501 0.01527
H -0.68916 1.40037 0.59958
H -1.18734 -0.17474 -1.48795
H -1.81704 -1.34833 -0.16675
H 3.24867 0.16952 -0.38215
H -0.98852 -0.07116 1.54865
```

Calculated values
Total charge ... 0
E_HOMO (alpha / beta) ... -8.185 / -7.730 eV

Atom charges from the natural (NBO) analysis, given in e for atoms 1 to 4: atom 1 (C): -0.77, atom 2 (C): -0.36, atom 3 (O): -1.00, atom 4 (P): 0.78


Which of them is the least stable? Correct choice: run 1.


Run 1
A cluster of 2 separate species, C4H10N2O in total. Source: OMol25; level of theory: ωB97M-V/def2-TZVPD.

XYZ file:
```
17
C4H10N2O, DFT ωB97M-V/def2-TZVPD
C 2.10181 -0.70409 0.96817
C 2.25576 0.36996 0.45875
N 2.42854 1.54593 -0.16857
H 2.00988 -1.66092 1.38260
H 3.11769 2.13827 0.27065
H 1.56035 2.03323 -0.34921
N -1.65331 -0.76776 0.96487
C -1.22122 -1.05467 -0.39693
C -0.88901 0.26986 -1.12457
O -1.29462 1.40541 -0.39865
H -0.86081 -0.41736 1.50403
H -1.98127 -1.61597 1.41204
H -2.05849 -1.55144 -0.89992
H -0.34762 -1.72169 -0.45238
H -1.37934 0.27613 -2.11083
H 0.18787 0.34972 -1.28021
H -1.97623 1.10538 0.22017
```

Calculated values
Total charge ... 0
E_HOMO ... -8.959 eV
SMILES ... C#CN.NCCO

Atom charges from the natural (NBO) analysis, given in e for atoms 1 to 4: atom 1 (C): -0.37, atom 2 (C): 0.17, atom 3 (N): -0.84, atom 4 (H): 0.23


Run 2
The molecule C4H10N2O. Source: OMol25; level of theory: ωB97M-V/def2-TZVPD.

XYZ file:
```
17
C4H10N2O, DFT ωB97M-V/def2-TZVPD
C -0.96921 -0.97015 1.19147
C 0.03703 -0.74581 0.05236
C 1.20794 0.04178 0.53899
N 2.00708 0.60140 -0.58675
N -0.65883 -0.13441 -1.08073
C -1.49367 0.94612 -1.12815
O -2.06591 1.46528 -0.20095
H -0.67262 -1.72339 1.90032
H -1.21774 -0.00433 1.64427
H -1.96603 -1.23464 0.84111
H 0.31215 -1.74473 -0.27682
H 1.80861 -0.67296 1.10900
H 0.86391 0.88908 1.13862
H 1.70421 1.55598 -0.74062
H 2.96874 0.67189 -0.28070
H -0.14463 -0.17537 -1.95622
H -1.72103 1.23427 -2.16520
```

Calculated values
Total charge ... 0
E_HOMO ... -9.616 eV
SMILES ... C[C@H](CN)NC=O

Atom charges from the natural (NBO) analysis, given in e for atoms 1 to 4: atom 1 (C): -0.63, atom 2 (C): -0.06, atom 3 (C): -0.23, atom 4 (N): -0.85


Run 3
A structure of composition C4H10N2O. Source: OMol25; level of theory: ωB97M-V/def2-TZVPD.

XYZ file:
```
17
C4H10N2O, DFT ωB97M-V/def2-TZVPD
C -0.33501 -0.81395 -1.25009
C -0.29342 -0.95729 1.22304
C -1.18628 1.04838 0.12097
C -0.17762 -0.05972 0.03278
N 1.60998 1.53192 0.47534
N 1.23323 0.49900 -0.00295
O 2.46956 -0.56405 -0.84029
H -1.03153 -1.70049 -1.11187
H -0.73880 -0.05816 -1.99445
H 0.74966 -1.25837 -1.53595
H 0.02358 -0.44488 2.12349
H 0.48606 -1.64455 0.88536
H -1.21893 -1.31846 1.12451
H -0.82818 1.69554 0.84229
H -1.21917 1.59756 -0.79670
H -2.13457 0.62414 0.46290
H 2.59143 1.82339 0.24159
```

Calculated values
Total charge ... 0
E_HOMO ... -9.286 eV

Atom charges from the natural (NBO) analysis, given in e for atoms 1 to 4: atom 1 (C): -0.66, atom 2 (C): -0.61, atom 3 (C): -0.62, atom 4 (C): 0.09


Run 4
The molecule C4H10N2O. Source: OMol25; level of theory: ωB97M-V/def2-TZVPD.

XYZ file:
```
17
C4H10N2O, DFT ωB97M-V/def2-TZVPD
C -2.48245 0.92420 0.32139
C -1.24913 0.17346 -0.07735
O -1.42431 -0.64538 -1.12778
C -0.02787 0.42521 0.43861
C 1.18418 -0.28306 -0.03944
N 2.33844 0.53808 0.00456
N 1.40775 -1.50439 0.66552
H -2.27384 1.61974 1.13088
H -2.87320 1.47527 -0.53482
H -3.25146 0.21680 0.63353
H -0.44102 -0.87671 -1.49481
H 0.12473 1.21054 1.15776
H 0.84859 -0.62980 -1.27975
H 3.18769 0.06499 -0.27235
H 2.21571 1.40803 -0.49360
H 0.56293 -2.05926 0.70553
H 2.15324 -2.05772 0.26212
```

Calculated values
Total charge ... 0
E_HOMO ... -8.546 eV
SMILES ... C/C(O)=C/C(N)N

Atom charges from the natural (NBO) analysis, given in e for atoms 1 to 4: atom 1 (C): -0.65, atom 2 (C): 0.37, atom 3 (O): -0.69, atom 4 (C): -0.39


Which of them is the least stable? Correct choice: run 3.


Run 1
A structure of composition C5H13N3O. Source: OMol25; level of theory: ωB97M-V/def2-TZVPD.

XYZ file:
```
22
C5H13N3O, DFT ωB97M-V/def2-TZVPD
C 1.95997 -1.12833 -0.52141
C 2.21766 -0.00565 0.47261
C 0.94299 0.49583 0.59649
C 0.29864 1.41278 -0.59030
C -1.94638 -1.07333 -0.22851
H 1.14390 -1.72772 -0.30484
H 2.77750 -1.89127 -0.70044
H 1.92601 -0.77201 -1.62705
H 3.13934 -0.23582 1.43990
H 2.76887 1.14317 -0.02863
H 0.83202 1.33595 1.40528
H -0.81020 1.67723 -0.33378
H 0.91482 2.68962 -0.66512
H 0.31494 0.66233 -1.51777
H 0.11993 -0.83278 1.85478
H -2.50992 -1.92636 -0.83884
H -2.11828 1.17335 0.47461
H -4.58009 0.62924 -0.22877
N -0.25673 -0.33862 0.99025
N -0.74556 -1.49093 0.19358
N -2.51182 0.20203 -0.16352
O -3.87762 0.00131 0.32147
```

Calculated values
Total charge ... 0
E_HOMO ... -8.718 eV

Atom charges from the natural (NBO) analysis, given in e for atoms 1 to 4: atom 1 (C): -0.67, atom 2 (C): -0.41, atom 3 (C): -0.13, atom 4 (C): -0.59


Run 2
A cluster of 2 separate species, C5H13N3O in total. Source: OMol25; level of theory: ωB97M-V/def2-TZVPD.

XYZ file:
```
22
C5H13N3O, DFT ωB97M-V/def2-TZVPD
N -1.93282 -0.35421 1.50978
N -1.81950 0.45804 0.35767
C -0.97640 0.04396 -0.70111
N -0.70359 -1.33290 -0.74389
C -0.95810 0.90072 -1.92680
C 0.27849 1.11045 -1.09669
H -2.03613 -1.32867 1.23648
H -1.06650 -0.27030 2.03867
H -2.74330 0.75870 0.05632
H -0.50320 -1.63903 -1.68736
H 0.13996 -1.55119 -0.14707
H -1.68019 1.70809 -1.94942
H -0.84765 0.38155 -2.87263
H 1.19832 0.73322 -1.52106
H 0.33462 2.05381 -0.57298
C 1.61007 -1.23883 1.26607
C 1.75409 0.09633 1.19556
O 2.80273 0.65161 0.51638
H 0.99670 -1.67078 2.03947
H 2.32313 -1.88142 0.77259
H 1.15062 0.76836 1.79505
H 2.67867 1.60250 0.43498
```

Calculated values
Total charge ... 0
E_HOMO ... -8.038 eV
SMILES ... NNC1(N)CC1.C=CO

Atom charges from the natural (NBO) analysis, given in e for atoms 1 to 4: atom 1 (N): -0.65, atom 2 (N): -0.49, atom 3 (C): 0.29, atom 4 (N): -0.86


Which of them is the least stable? Correct choice: run 1.


Run 1
A cluster of 2 separate species, C5H13N3O in total. Source: OMol25; level of theory: ωB97M-V/def2-TZVPD.

XYZ file:
```
22
C5H13N3O, DFT ωB97M-V/def2-TZVPD
C -1.29540 1.74695 -0.27553
C 0.04099 1.17650 0.13917
O 0.62293 1.54204 1.15599
N 0.89629 0.88536 -1.10248
N 2.30325 0.91174 -0.89421
H -1.13436 2.79202 -0.56067
H -1.74552 1.20152 -1.10365
H -1.97811 1.72782 0.57293
H 0.65168 1.45369 -1.91353
H 2.60253 -0.04748 -0.72797
H 2.44640 1.39461 -0.00171
C 0.12694 -1.08434 -1.03639
C -0.40238 -1.03060 0.25324
C 0.44219 -1.45814 1.42914
N -1.82491 -1.13083 0.38600
H -0.55254 -1.06073 -1.87982
H 1.10221 -1.51859 -1.23505
H 0.24385 -0.81269 2.29038
H 1.51025 -1.36014 1.21675
H 0.24209 -2.49865 1.70957
H -2.15119 -0.73772 1.26328
H -2.14720 -2.09233 0.31459
```

Calculated values
Total charge ... 0
E_HOMO ... -7.388 eV
SMILES ... CC(=O)NN.C=C(C)N

Atom charges from the natural (NBO) analysis, given in e for atoms 1 to 4: atom 1 (C): -0.72, atom 2 (C): 0.72, atom 3 (O): -0.61, atom 4 (N): -0.52


Run 2
A structure of composition C5H13N3O. Source: OMol25; level of theory: ωB97M-V/def2-TZVPD.

XYZ file:
```
22
C5H13N3O, DFT ωB97M-V/def2-TZVPD
C -2.91056 -0.76491 0.11136
C -1.97610 0.13521 -0.94681
C -0.75775 0.87326 -0.23311
C -0.82721 1.30196 1.36770
C 1.74349 0.10104 -0.18119
H -2.36444 -1.56184 0.68194
H -3.76557 -1.35028 -0.48637
H -3.25416 0.07123 0.81248
H -1.50617 -0.46556 -1.72269
H -2.48965 0.93163 -1.56048
H -0.41707 1.89131 -0.70079
H -2.22194 1.49789 1.30850
H -0.68852 0.00180 1.87209
H -0.19091 2.23716 1.58765
H 1.09534 -1.35529 1.08668
H 3.44183 -0.87592 0.47379
H 2.01767 -1.73028 -0.59571
H 1.97032 1.92134 -1.24775
N 0.34923 -0.12686 -0.58464
N 2.36722 -1.10387 0.38197
N 2.31948 1.23938 -0.36278
O 0.18632 -1.39414 0.21763
```

Calculated values
Total charge ... 0
E_HOMO ... -8.569 eV

Atom charges from the natural (NBO) analysis, given in e for atoms 1 to 4: atom 1 (C): -0.62, atom 2 (C): -0.42, atom 3 (C): -0.06, atom 4 (C): -0.67


Which of them is the least stable? Correct choice: run 2.


Run 1
A cluster of 2 separate species, C6H8INO in total. Source: OMol25; level of theory: ωB97M-V/def2-TZVPD.

XYZ file:
```
17
C6H8INO, DFT ωB97M-V/def2-TZVPD
C -2.66545 -1.80694 1.52082
C -2.32401 -0.96574 0.63052
C -1.16858 -0.99103 -0.29059
C 0.24528 -0.29454 -0.13308
C -0.78602 0.15647 -1.12095
I -0.22171 0.08917 -3.20928
H -3.52696 -1.76706 2.20420
H -1.96050 -2.55927 1.87854
H -3.07957 -0.15118 0.18807
H -1.09877 -1.96520 -0.82227
H 0.51775 0.40066 0.60370
H 1.12985 -0.81928 -0.39791
H -1.31463 1.00936 -1.01456
N 3.07509 -0.40230 -1.74653
C 3.03039 -0.30960 -2.92705
O 2.83050 -0.43312 -4.04826
H 3.58231 -0.09704 -0.95672
```

Calculated values
Total charge ... 0
E_HOMO ... -9.075 eV
SMILES ... C=C[C@@H]1C[C@H]1I.N=C=O

Atom charges from the natural (NBO) analysis, given in e for atoms 1 to 4: atom 1 (C): -0.38, atom 2 (C): -0.18, atom 3 (C): -0.29, atom 4 (C): -0.42


Run 2
The molecule C6H8INO. Source: OMol25; level of theory: ωB97M-V/def2-TZVPD.

XYZ file:
```
17
C6H8INO, DFT ωB97M-V/def2-TZVPD
C -1.41762 1.88283 1.18864
C -0.73093 0.63884 0.46210
N 0.10310 0.00137 1.16690
C 1.00470 -1.09534 0.44101
O 1.43332 -2.16815 1.12774
I 2.93133 0.45688 0.09763
C 0.63587 -1.40744 -1.00993
C -0.09881 -0.24260 -1.70273
C -0.80235 0.58213 -0.99017
H -1.62360 2.80599 0.56803
H -0.93149 2.27603 2.10467
H -2.26092 1.35645 1.52129
H 1.81582 -2.07906 1.96274
H -0.02890 -2.25135 -0.96033
H 1.45071 -1.74213 -1.61193
H -0.09644 -0.36261 -2.81453
H -1.38378 1.34817 -1.55113
```

Calculated values
Total charge ... 0
E_HOMO ... -8.744 eV
SMILES ... CC1=N[C@](O)(I)CC=C1

Atom charges from the natural (NBO) analysis, given in e for atoms 1 to 4: atom 1 (C): -0.65, atom 2 (C): 0.28, atom 3 (N): -0.45, atom 4 (C): 0.56


Which of them is the least stable? Correct choice: run 1.


Run 1
The molecule C6H9N3O2. Source: OMol25; level of theory: ωB97M-V/def2-TZVPD.

XYZ file:
```
20
C6H9N3O2, DFT ωB97M-V/def2-TZVPD
N 1.32219 1.85240 -0.22631
C 1.38662 0.65770 0.57524
C 0.19508 0.49802 1.51498
C -1.01221 0.18522 0.68101
C -1.66327 -0.97220 0.58474
N -2.63496 -0.80323 -0.42495
C -2.48108 0.47423 -0.92993
N -1.46274 1.05679 -0.27757
C 1.68645 -0.65091 -0.15093
O 1.59191 -1.80694 0.27665
O 2.31438 -0.40673 -1.30260
H 0.35451 2.13246 -0.48015
H 1.96218 1.73799 -1.00994
H 2.34041 0.82120 1.15353
H -0.03100 1.45016 2.04457
H 0.33220 -0.26320 2.23162
H -1.46466 -1.86895 1.13047
H -3.31523 -1.56399 -0.59411
H -3.01468 0.74312 -1.78712
H 2.34493 -1.37352 -1.63002
```

Calculated values
Total charge ... 0
E_HOMO ... -8.764 eV
SMILES ... N[C@@H](Cc1c[nH]cn1)C(=O)O

Atom charges from the natural (NBO) analysis, given in e for atoms 1 to 4: atom 1 (N): -0.85, atom 2 (C): -0.15, atom 3 (C): -0.43, atom 4 (C): 0.09


Run 2
The molecule C6H9N3O2. Source: OMol25; level of theory: ωB97M-V/def2-TZVPD.

XYZ file:
```
20
C6H9N3O2, DFT ωB97M-V/def2-TZVPD
C -1.19172 2.46310 0.03192
C -0.25314 1.34665 -0.02226
N 1.11871 1.50167 -0.03248
C 1.69178 0.32942 -0.05624
C 3.18807 0.19609 0.08842
N 0.74681 -0.66344 -0.09274
C 1.08142 -2.12036 -0.08627
C -0.46948 -0.04324 0.00566
N -1.68659 -0.70418 0.00601
O -2.64935 0.00948 -0.07917
O -1.76418 -1.94128 0.14928
H -1.95505 2.14476 0.83979
H -1.80243 2.66071 -0.88430
H -0.69285 3.45976 0.28658
H 3.56453 1.20775 0.41151
H 3.48068 -0.60323 0.90218
H 3.70112 -0.08697 -0.90198
H 0.48104 -2.59860 -0.87465
H 2.20633 -2.21499 -0.20343
H 0.79091 -2.48312 0.93049
```

Calculated values
Total charge ... 0
E_HOMO ... -9.078 eV
SMILES ... Cc1nc(C)n(C)c1[N+](=O)[O-]

Atom charges from the natural (NBO) analysis, given in e for atoms 1 to 4: atom 1 (C): -0.66, atom 2 (C): 0.19, atom 3 (N): -0.47, atom 4 (C): 0.39


Run 3
The molecule C6H9N3O2. Source: OMol25; level of theory: ωB97M-V/def2-TZVPD.

XYZ file:
```
20
C6H9N3O2, DFT ωB97M-V/def2-TZVPD
C 1.87250 -0.41971 1.19334
C 0.68707 -0.10714 0.62434
N -0.61257 -0.51999 0.99003
C -0.85889 -1.61686 1.87217
C -1.54732 -0.07624 0.14393
C -1.10684 0.77868 -0.80190
N -1.58464 1.42099 -1.87351
O -2.78693 1.20709 -2.08658
O -0.85278 2.04996 -2.61462
N 0.56093 0.84787 -0.37132
C 1.52743 0.89131 -1.41950
H 2.86771 0.01202 0.84823
H 1.84644 -1.20455 1.90893
H -1.05653 -1.22967 2.98080
H -1.62590 -2.19272 1.58963
H -0.04185 -2.21248 1.91992
H -2.48093 -0.43720 0.36976
H 2.28936 1.66594 -1.28619
H 1.76854 -0.18481 -1.67943
H 1.13522 1.32752 -2.30805
```

Calculated values
Total charge ... 0
E_HOMO (alpha / beta) ... -7.842 / -7.842 eV
SMILES ... C=C1N(C)C=C([N+](=O)[O-])N1C

Atom charges from the natural (NBO) analysis, given in e for atoms 1 to 4: atom 1 (C): -0.60, atom 2 (C): 0.34, atom 3 (N): -0.35, atom 4 (C): -0.38


Which of them is the least stable? Correct choice: run 3.